This record from OMol25 describes a 11-piece molecular cluster, C52H59N10O3P2 overall. The level of theory is ωB97M-V/def2-TZVPD.

```
126
Properties=species:S:1:pos:R:3:lowdin_charge:R:1
C 0.3173 -2.5118 0.9131 -0.172
C -3.7211 1.1530 -4.4595 -0.156
C 7.6096 -1.1191 0.4302 -0.145
N 1.6780 -6.5324 -3.0646 0.050
H 4.8215 -11.6978 -0.7170 0.103
H -7.5443 8.0238 -0.9012 0.069
H -9.2716 9.0576 -2.3804 0.101
H -0.8659 -9.2145 -1.8752 0.100
C 1.2121 -8.7187 -2.1532 -0.076
H -4.6470 7.2917 0.5944 0.021
C -1.6319 6.7452 -0.9467 -0.268
H -12.8431 12.5457 2.7897 0.098
C -8.9485 9.5571 -1.4741 -0.077
C -11.9684 9.8453 1.1797 -0.148
H 1.0994 3.5301 0.2916 0.087
H 8.9804 -6.5070 2.8322 0.102
C 10.8105 -5.9841 3.8547 -0.081
C 1.4973 -2.0760 -1.5069 -0.065
C 4.4880 -5.8643 4.0752 -0.084
C 1.9492 2.8792 0.1061 -0.141
C 9.7498 0.5706 0.4838 -0.085
C -4.8833 0.8137 -5.1336 -0.106
C -7.9892 8.9836 -0.6550 -0.153
H 8.8417 1.3509 -1.3100 0.099
C 11.2365 -3.6411 3.9370 -0.140
C 8.5234 -1.2457 1.4641 -0.082
C 3.2230 1.7738 -1.4560 -0.177
H 1.5914 -9.6636 -1.7809 0.072
N -3.6095 2.2276 -3.6483 0.076
C -6.0024 1.6221 -4.9641 -0.108
C -0.1545 -8.4643 -2.2080 -0.084
H -0.6367 3.2751 -1.1870 -0.080
C 2.0806 -7.7301 -2.5871 -0.147
H 11.0837 -7.0095 4.0863 0.104
H -7.6938 11.1807 1.7397 0.099
C -12.9594 11.6870 2.1344 -0.155
H -4.5958 3.8534 -2.8495 0.085
C 0.3452 -6.3149 -3.1075 -0.160
C 9.6394 -5.7095 3.1563 -0.074
C -3.1038 6.4222 -1.6004 -0.455
H 6.7435 -1.7718 0.3659 0.102
N 2.1744 2.5838 -1.1925 0.070
H -0.1597 -2.6365 1.8812 0.093
C 3.7967 1.5697 0.8478 -0.093
C -4.7120 2.9946 -3.5048 -0.120
H -2.5812 3.0614 -0.6921 -0.042
C 1.6973 -12.4293 -0.1227 -0.148
H 10.5888 1.2571 0.4730 0.096
C 3.6211 -3.4606 3.1208 -0.138
H 3.1868 -14.9054 1.6218 0.104
H -3.1631 6.5970 -2.7584 0.130
C 3.0679 -14.0273 0.9937 -0.082
H 1.1856 -0.0061 -0.9882 0.092
C 9.6140 -0.3825 1.4875 -0.081
H 6.4323 -5.0250 3.6676 0.081
H 2.4100 -6.3601 4.3532 0.103
H 12.5475 -5.1126 4.7991 0.100
C 1.0661 -1.0435 -0.6895 -0.130
C 3.9820 -12.2500 -0.3040 -0.146
C -8.0744 10.7447 0.8202 -0.157
N 10.1069 -3.3434 3.2588 0.064
C 4.0531 1.2457 -0.4802 -0.096
H 8.3887 -1.9990 2.2320 0.062
H 1.9610 -1.8663 -2.4641 0.103
C 5.3565 -4.8758 3.6412 -0.157
C 11.6281 -4.9319 4.2539 -0.078
H 3.1564 -7.8794 -2.5608 0.101
C -14.2497 10.3144 0.6752 -0.087
P -4.6774 7.2242 -0.8730 0.771
C 2.6757 -4.3850 3.5353 -0.074
H -15.1789 10.0795 0.1642 0.102
H -1.5544 4.5038 0.2209 -0.030
H -6.9315 1.3872 -5.4750 0.092
C -5.9192 2.7349 -4.1335 -0.075
P -1.7686 4.1682 -1.1900 0.381
H 0.0472 -5.3458 -3.4969 0.104
H 4.8673 -6.8092 4.4475 0.097
H 5.1872 -13.7125 0.7139 0.101
O -0.7916 5.6225 -1.4823 -0.434
C 8.7820 0.6224 -0.5066 -0.155
C 4.1842 -13.3666 0.4912 -0.078
H 0.5662 -4.6159 0.5411 0.094
C 9.3341 -4.3859 2.8828 -0.146
H 0.9085 -14.0433 1.0604 0.101
H 8.4330 -4.1204 2.3377 0.093
C 2.7250 2.4032 1.1509 -0.076
H 3.3231 -2.4914 2.7315 0.106
H -10.2377 11.2657 -1.7176 0.101
C -9.4828 10.7860 -1.1014 -0.103
C 3.1214 -5.6100 4.0204 -0.082
N 4.9539 -3.6781 3.1638 0.057
H 2.4991 2.6750 2.1758 0.097
H 4.4265 1.1758 1.6402 0.096
N 2.7623 -11.7658 -0.6236 0.052
H -1.6230 6.7096 0.2443 0.110
C 1.7982 -13.5517 0.6836 -0.078
H 0.7283 -12.0215 -0.3955 0.100
H -11.0692 9.2440 1.0825 0.104
H 3.3840 1.5529 -2.5072 0.098
N 7.7136 -0.2030 -0.5569 0.052
H 11.8390 -2.7857 4.2297 0.103
H -2.8219 0.5517 -4.5568 0.096
H -5.0244 8.5082 -1.4699 -0.007
H -13.1627 8.6324 -0.1355 0.103
C -13.1306 9.5060 0.5057 -0.072
C 1.3194 -3.3830 -1.0655 -0.086
C -0.6002 -7.2394 -2.6931 -0.076
H -1.8807 3.7726 -2.5795 -0.031
H -4.9153 -0.0599 -5.7747 0.087
H 1.6459 -4.2183 -1.6782 0.077
H 4.8797 0.5979 -0.7492 0.080
N -7.5384 9.5510 0.4853 0.063
O -3.3290 4.9658 -1.3523 -0.483
O -5.8866 6.2079 -1.1983 -0.571
H 1.6175 -4.1556 3.4807 0.096
N -11.8568 10.9199 1.9909 0.063
H -1.6584 -7.0100 -2.7477 0.102
C -14.1665 11.4272 1.5057 -0.087
H -6.7735 3.3844 -3.9801 0.099
H -15.0208 12.0768 1.6591 0.097
C 0.7187 -3.6093 0.1686 -0.093
H 10.3521 -0.4525 2.2813 0.097
N 0.4781 -1.2320 0.5122 0.072
H -9.4370 12.3518 0.3868 0.096
H -1.3262 7.8019 -1.3600 0.110
C -9.0401 11.3945 0.0685 -0.105
```

## Properties
E_HOMO in Ha: -0.1354
Charge: -1
Spin multiplicity: 1
Gap between HOMO and LUMO in eV: 5.165
F_max in hartree/bohr: 0.114
E_LUMO in Eh: 0.0544

This record from OMol25 describes C52H61MoN3O2P3S5 as an isolated structure. The level of theory is ωB97M-V/def2-TZVPD.

```
127
Properties=species:S:1:pos:R:3:lowdin_charge:R:1
N 0.0862 -2.0668 -3.9568 -0.056
C -0.5926 -4.9003 -5.8656 -0.036
C -3.5460 5.3117 2.7820 -0.471
H 3.1842 5.1489 -1.9162 0.120
H 2.7944 0.5888 3.5751 0.080
C 1.1828 4.4174 -1.6711 -0.055
C -1.0569 -2.8693 -4.4602 -0.079
P 0.5773 -2.5496 3.7651 -0.015
H -0.8901 -4.3385 -6.7441 0.123
H -4.6223 -2.6424 3.6482 0.129
P -0.2539 1.9600 1.2294 0.906
H 4.0270 4.0700 0.1395 0.120
H 0.8111 4.9103 -2.5600 0.117
H -0.1712 -6.6862 -6.9735 0.120
C -4.1278 -1.9616 2.9671 -0.029
C -4.5747 2.3461 -3.1052 -0.049
C 0.1771 -6.9494 -4.8742 -0.050
C 0.3234 3.6671 -0.8852 -0.103
C 4.1666 0.4814 -3.7717 -0.230
C 1.3805 -0.8148 -2.3586 -0.552
C 0.4357 2.7070 5.6703 -0.026
H -6.6941 2.6433 -3.2126 0.125
H -0.0871 -6.3409 2.6667 0.093
C -6.1081 1.8909 -1.2949 -0.037
H 1.1878 -0.9677 -5.3530 0.158
C 0.0094 1.1801 3.8713 -0.141
C -2.8856 -0.1957 1.2151 -0.435
C -3.5833 -0.7769 3.4546 -0.092
P -2.3884 1.0940 0.0419 0.837
S 1.3072 0.3291 -1.0764 0.728
H -1.6377 4.4751 1.0516 0.084
H 0.4866 -7.9809 -4.9761 0.119
H -0.7180 3.5711 -1.1725 0.099
H 3.7644 -1.4296 4.6314 0.156
C 3.7326 -2.6907 2.9004 -0.039
S 0.4107 -1.8839 1.6220 0.404
C -3.7576 1.5028 -1.0092 -0.352
C 3.3476 1.5705 -4.0629 -0.046
H -5.2462 1.1298 0.5139 0.117
H -0.5921 -6.8668 4.2768 0.101
H -2.5206 3.4839 3.2459 0.098
C -3.4587 -1.3913 0.7374 -0.117
H -1.3417 -2.4340 -5.4195 0.147
C 5.6815 1.1594 -5.5153 -0.045
H 3.6563 -3.6267 3.4494 0.073
H 0.4088 -6.9336 -2.7410 0.113
O 0.9632 -4.0104 3.3697 -0.337
H 2.3734 -6.2741 3.4513 0.097
H -4.1334 5.7618 1.9787 0.088
H 0.7283 4.7629 5.1175 0.122
C 3.7899 -0.4715 -2.6664 -0.081
H -0.2117 0.1760 3.5313 0.013
C 0.1175 2.2281 2.9581 -0.349
H -1.8808 -2.7454 -3.7639 0.087
C -0.3873 -5.9943 3.6563 -0.034
H -4.4966 -3.1927 1.2467 0.125
H 6.5936 1.0015 -6.0746 0.120
C 0.5355 3.7584 4.7656 -0.040
H -4.0661 3.2457 2.4425 0.115
C -5.8664 2.3237 -2.5933 -0.029
C -0.2692 -5.0415 -3.4831 -0.043
H 5.1314 2.9229 -6.6000 0.119
C 1.2378 -1.9444 -4.8654 -0.054
H 0.5600 2.8980 6.7282 0.123
H -2.9474 7.9196 1.4817 0.040
H -1.7885 8.6139 2.6276 0.038
C 0.1177 -1.5087 -2.7820 -0.576
Mo -0.4844 -0.3791 0.2779 0.375
N -1.8631 2.4095 0.9194 -0.406
H 2.5091 2.7435 1.5522 0.110
H 4.7866 -2.5069 2.6903 0.102
C -2.4501 3.7495 1.1153 -0.229
H 0.3980 -4.7656 5.2389 0.118
H -0.3240 -4.5906 -2.4963 0.108
H 2.6900 -0.2650 2.0150 0.036
C 3.2029 -1.5257 3.7037 -0.384
C 3.6945 2.4429 -5.0812 -0.059
C -4.0570 -2.2761 1.6154 -0.033
C 0.3825 3.5257 3.4096 -0.093
C 4.8611 2.2375 -5.8080 -0.050
C 0.1745 1.4170 5.2259 -0.051
C -5.0569 1.4757 -0.4955 -0.063
H 1.1535 -2.7293 -5.6129 0.143
H -7.1180 1.8746 -0.9083 0.124
C 0.1370 -6.3588 -3.6162 -0.057
H 0.0977 0.5957 5.9264 0.105
H -1.3039 -5.4106 3.5742 0.076
H -3.4387 8.2795 3.1608 0.046
H 4.2650 0.0488 2.7580 0.101
C 3.2245 -0.2057 2.9661 -0.050
H -4.3981 2.6806 -4.1183 0.119
S -2.0494 6.3085 3.0449 0.814
H 3.2094 -2.7977 1.9477 0.067
H 4.5088 -1.2881 -2.5866 0.145
C 2.5166 4.5546 -1.3062 -0.046
H -3.1326 3.9492 0.2855 0.127
C -3.1680 3.8718 2.4524 -0.262
H 0.4568 4.3538 2.7150 0.101
C -0.1912 -6.2236 -5.9961 -0.046
C -2.6295 7.9318 2.5225 -0.395
H 5.9787 -0.5613 -4.2693 0.122
C 2.0295 -5.9064 4.4184 -0.033
C 2.9920 3.9484 -0.1510 -0.045
C -2.9550 0.0965 2.5916 -0.083
C -3.5146 1.9371 -2.3141 -0.087
H -2.5039 1.9518 -2.7074 0.104
O 1.8389 -1.7679 4.2198 -0.280
H 2.4487 1.7548 -3.4815 0.092
C 5.3324 0.2784 -4.4998 -0.032
C -0.6321 -4.3067 -4.6103 -0.237
H -2.5544 1.0304 2.9636 0.089
C 0.7957 3.0625 0.2791 -0.420
C 2.4992 -2.0943 -4.0665 -0.050
H 2.5790 -3.0910 -3.6253 0.158
C 0.7161 -5.1793 4.2822 -0.416
H -3.6526 -0.5391 4.5072 0.119
H 2.7965 -5.2701 4.8585 0.082
C 2.1353 3.2028 0.6442 -0.100
H 3.0617 3.2916 -5.3063 0.112
S -0.9769 -2.2265 4.7952 0.476
H 3.7051 0.0131 -1.6970 0.092
S -1.2168 -1.4858 -1.7166 0.727
H -3.4871 -1.5987 -0.3256 0.074
H -4.1574 5.3260 3.6835 0.085
N 2.4843 -1.1073 -2.9724 -0.050
H 3.3772 -1.8940 -4.6762 0.146
H 1.8910 -6.7629 5.0788 0.102
```

## Properties
E_HOMO in Ha: -0.5108
Charge: +3
Spin multiplicity: 1
Gap between HOMO and LUMO in eV: 4.770
F_max in hartree/bohr: 0.013
E_LUMO in Eh: -0.3355